Molecular formula: C32H27B4NO8
Method: DFT, wB97M-V/def2-TZVPD

Geometry as ORCA input:
```
! wB97M-V def2-TZVPD RIJCOSX def2/J DEFGRID3
* xyz 0 1
O -0.13396 4.06344 1.73237
O 2.17138 -8.59752 3.89170
O -1.12397 -7.28206 -0.01524
O -0.79893 5.15215 -6.31874
O -0.12675 7.29592 -1.44722
O -1.81444 -0.95425 2.60344
O 0.48904 -8.93555 0.44875
O 0.06849 -7.21108 2.03048
N 3.44938 -9.22283 1.93005
C 1.31053 1.99056 0.53304
C -0.11253 7.01879 -5.04942
C 0.47298 -0.61487 1.03533
C 0.19892 7.76181 -6.18235
C -3.85230 2.18031 4.48138
C -3.20968 1.11470 3.87446
C -1.37022 3.31014 -1.71441
C -1.58139 2.76736 -2.97715
C -0.70241 5.38813 -2.71290
C -3.39892 3.47891 4.27611
C -0.49669 2.92785 1.95396
C -0.62161 5.62678 -5.21742
C 0.04852 7.58065 -3.78268
C 3.90778 -8.52679 0.71748
C 0.66237 9.05949 -6.05146
C 1.57867 -0.38151 0.23544
C -0.89786 4.83884 -3.98143
C -1.34518 3.52889 -4.10874
C 0.20670 1.76164 1.34631
C -1.83560 -4.35242 1.50601
C 1.99321 0.92116 -0.02120
C -2.30818 3.71382 3.45638
C 0.81114 9.62398 -4.78896
C -0.93587 4.61820 -1.57876
C 0.50538 8.88747 -3.65748
C -1.89164 -5.63585 1.85364
C -1.66092 2.64797 2.84239
C -2.10851 1.34348 3.05781
C -0.21958 0.45532 1.59005
C -0.25032 6.80002 -2.54567
C -1.41846 0.17913 2.43335
C 4.54718 -9.46223 2.87076
B -0.97152 -6.73495 1.24848
B 0.87472 -8.26339 1.59646
B -0.70617 -8.58790 -0.13620
B 2.26249 -8.69208 2.51497
H -1.40620 -4.04728 0.55601
H -2.56821 -5.92714 2.65556
H -1.92688 1.74636 -3.07641
H 5.31490 -10.06791 2.38568
H 1.16877 10.64062 -4.68976
H 1.62329 3.00828 0.34154
H 5.01427 -8.53039 3.20202
H 0.61713 9.30755 -2.66717
H -1.54550 2.70590 -0.83321
H 3.90135 -9.18603 -0.15372
H 4.18635 -10.01200 3.73442
H 2.85274 1.10096 -0.65361
H -1.37832 -9.40472 -0.67584
H -0.77019 5.04961 -0.60005
H -1.94347 4.71695 3.28166
H -3.89990 4.30899 4.75675
H 0.13286 -1.62083 1.24192
H -3.54640 0.09796 4.02434
H 3.29594 -7.65647 0.47837
H 1.53120 -7.93355 4.15239
H -2.14220 -3.55301 2.17121
H -1.49895 3.12417 -5.09981
H 0.90799 9.63564 -6.93406
H 0.07288 7.30664 -7.15529
H 2.11985 -1.21551 -0.19218
H 4.92980 -8.17727 0.85748
H -4.70835 2.00085 5.11861
*
```

The calculation puts the highest occupied orbital energy at -0.3352 Ha. As for the total energy: -54206.884 eV. For the largest force on an atom, the calculation gives 1.36 eV Å⁻¹. The SMILES is O=C1c2ccccc2C(=O)c2ccccc21.O=C1c2ccccc2C(=O)c2ccccc21.C=CB1OBOB(B(O)N(C)C)O1.

Results of the Mulliken charge analysis, in e, for atoms 1 through 8:
1 O -0.713
2 O -0.535
3 O -0.413
4 O -0.662
5 O -0.653
6 O -0.670
7 O -0.435
8 O -0.703

---

Molecular formula: C6H18NO3Si
Method: DFT, wB97M-V/def2-TZVPD

Geometry as ORCA input:
```
! wB97M-V def2-TZVPD RIJCOSX def2/J DEFGRID3
* xyz 1 1
Si 0.49665 -0.55704 0.81961
O 1.96790 -0.18700 0.54194
O 0.21641 -0.80367 2.37940
O -0.74593 -0.23342 -2.77176
N -0.63526 0.84586 0.52605
C -1.25766 -0.66722 -3.95187
C -1.86110 0.32525 -0.12042
C 3.09316 -0.52656 -0.29693
C -0.83707 1.67258 1.75413
C 0.06138 1.68524 -0.49007
C 0.39033 -1.99052 3.12774
H -1.52327 0.17908 -4.59066
H -0.63163 2.57072 -0.87908
H -2.24448 -1.34465 -3.75763
H -1.65951 -0.37096 -1.09896
H 1.36556 -2.23320 2.86347
H -2.49854 1.08416 -0.48029
H 3.90886 -1.15593 0.13884
H -1.88246 1.51590 2.16180
H -0.76255 2.69771 1.49391
H -2.25684 -0.31289 0.81573
H -0.52353 -1.32354 -4.50947
H 0.39738 -1.71506 4.17037
H 3.73565 0.32269 -0.62205
H -0.21395 1.49789 2.61147
H 0.25981 1.03014 -1.29521
H 2.67609 -1.16395 -1.16117
H 1.14874 2.00063 -0.19341
H -0.18411 -2.84223 2.81450
*
```

The calculation puts the highest occupied orbital energy (spin up / spin down) at -0.5239 / -0.4315 Ha. The energy above the lowest of the compared OMol25 structures with the same formula, charge and spin comes out at 8.6295 eV. As for the total energy: -22013.791 eV. For the largest force on an atom, the calculation gives 4.55 eV Å⁻¹.

Results of the Mulliken charge analysis, in e, for atoms 1 through 8:
1 Si -0.058
2 O -0.098
3 O -0.190
4 O -0.261
5 N 0.323
6 C -0.575
7 C -0.896
8 C -0.612

---

Molecular formula: C22H44NO28Tl
Method: DFT, wB97M-V/def2-TZVPD

Geometry as ORCA input:
```
! wB97M-V def2-TZVPD RIJCOSX def2/J DEFGRID3
* xyz 0 1
Tl -8.44559 19.81274 -9.89791
O -13.50741 16.53487 -9.81318
O -12.03514 20.28675 -6.93677
O -8.07812 17.07280 -8.06148
O -9.80633 19.93197 -12.57803
O -5.99001 22.03544 -13.65362
O -8.92510 14.61276 -11.06954
O -7.08697 18.36181 -12.14890
O -10.95007 18.83497 -5.74639
O -7.02664 17.57620 -14.30432
O -10.60367 15.68659 -12.01232
O -6.06730 16.26247 -7.82870
O -10.32732 19.18656 -7.90159
O -5.65134 20.63086 -9.29025
O -7.77891 21.28282 -5.10011
O -9.00741 22.37356 -8.99269
O -6.25577 19.77879 -5.14508
O -9.18260 16.96646 -10.62914
O -3.63406 19.54835 -8.99066
O -6.45864 23.84165 -12.37528
O -12.48379 15.80696 -7.81868
O -7.06208 21.78663 -11.65617
O -7.38403 20.12686 -7.06255
O -5.27138 18.25559 -13.38366
O -11.86344 20.38481 -13.19998
O -3.85829 21.65316 -8.30252
O -6.56873 17.64370 -9.31192
O -12.67973 14.51643 -9.70612
O -11.25392 20.33118 -11.08377
N -6.89926 16.99135 -8.37776
C -6.52452 18.08842 -13.17440
C -6.51373 22.48404 -12.46846
C -11.30557 16.85709 -12.41038
C -12.84806 15.65225 -8.94152
C -5.51546 18.67834 -5.69327
C -6.90836 24.37800 -11.14791
C -12.40589 21.10534 -8.02693
C -4.38284 19.03357 -12.54420
C -8.91353 22.10206 -5.43925
C -4.65494 22.68501 -7.79502
C -10.97559 20.24023 -12.28210
C -10.16865 17.64026 -5.58052
C -9.50029 15.85332 -11.17400
C -11.03249 19.39749 -6.95556
C -7.15162 20.41435 -5.87982
C -4.46957 20.61478 -8.88634
C -13.55166 17.98070 -9.51780
C -11.87799 13.45930 -9.25987
C -7.67319 14.51006 -10.47218
C -5.40441 22.90670 -14.67062
C -8.40167 17.32540 -14.33743
C -2.28078 19.58519 -8.65739
H -6.83035 15.08985 -10.84842
H -10.32583 17.24733 -4.57603
H -3.39944 19.07496 -13.01250
H -4.24615 23.64579 -8.10790
H -11.88641 16.82363 -13.33212
H -12.93809 20.59406 -8.82909
H -5.70484 22.75853 -8.07859
H -11.26396 13.03282 -10.05309
H -1.77891 19.63390 -9.62375
H -7.36409 13.46675 -10.53595
H -11.48028 21.55385 -8.38775
H -14.31266 18.42390 -10.16010
H -13.10660 21.90101 -7.77391
H -11.89529 17.20901 -11.56393
H -12.55730 18.39103 -9.69375
H -6.22246 17.85358 -5.78285
H -6.13347 23.66183 -14.96445
H -9.27250 23.29831 -8.82215
H -4.97082 22.35040 -15.50166
H -13.99442 18.16236 -8.53848
H -8.81549 16.71883 -15.14300
H -6.52060 25.39660 -11.13372
H -4.82667 20.02615 -12.46736
H -6.59008 23.92449 -10.20923
H -7.77842 14.68307 -9.40115
H -12.51628 20.62372 -12.53793
H -4.71668 18.41397 -5.00034
H -4.22075 18.64540 -11.53864
H -8.71526 16.85303 -13.40650
H -2.08287 18.60963 -8.21331
H -4.59614 22.67191 -6.70669
H -9.39104 22.64429 -4.62312
H -10.36967 16.87828 -6.33356
H -1.97669 20.41917 -8.02484
H -9.00837 18.23094 -14.33231
H -8.69731 22.91135 -6.13667
H -11.24054 13.62477 -8.39132
H -5.09000 19.03318 -6.63198
H -12.57653 12.66053 -9.01066
H -9.11574 17.92092 -5.60694
H -4.49365 23.38894 -14.31558
H -10.72432 17.66249 -12.85936
H -7.97933 24.49208 -10.98028
H -9.62349 21.43244 -5.92469
*
```

The calculation puts the highest occupied orbital energy at -0.3148 Ha. As for the total energy: -87027.763 eV. For the largest force on an atom, the calculation gives 6.31 eV Å⁻¹.

Results of the Mulliken charge analysis, in e, for atoms 1 through 8:
1 Tl 1.764
2 O -0.366
3 O -0.463
4 O -0.248
5 O -0.448
6 O -0.194
7 O -0.404
8 O 0.000